# 1
Density functional theory data (ωB97M-V/def2-TZVPD) for the molecule C8H8FN in a non-equilibrium geometry.

XYZ file:
```
18
Properties=species:S:1:pos:R:3:forces:R:3
C 1.6683 1.2583 -0.7949 1.3 1.3 -1.3
C 1.6396 0.4127 -1.8791 -1.0 -1.9 -0.6
C 0.7521 1.1213 0.1883 -2.8 -0.8 1.0
C 0.7623 -0.6517 -1.8942 0.0 -0.6 -0.2
C -0.2118 0.0537 0.1463 3.0 0.1 -2.4
C -0.0837 -1.0027 -0.8160 1.3 4.2 0.2
C -1.1167 -0.0276 1.2564 -1.6 1.2 1.7
C -0.7121 -2.1979 -0.5759 -2.2 -1.1 0.2
N -2.0944 -1.0206 1.3141 -0.8 -2.0 -0.8
F -1.4384 -2.7992 -1.5047 -0.1 -0.3 -1.0
H 2.3664 2.0715 -0.9584 0.0 0.3 1.0
H 2.2659 0.3837 -2.7596 0.4 0.9 0.2
H 0.5002 1.8119 1.0132 1.0 0.0 -0.6
H 0.8150 -1.2443 -2.7885 -0.2 -0.7 0.0
H -0.4081 -0.3664 1.9909 0.3 0.6 1.4
H -1.6063 0.9770 1.4675 1.0 -0.8 0.0
H -0.5864 -2.8266 0.2475 0.3 -0.6 1.3
H -2.9753 -0.7274 0.8934 0.1 0.2 -0.2
```
Positions in Å, forces in eV/Å.

Properties
net charge	0
HOMO (spin up / spin down)	-0.2796 / -0.3300	Ha
energy relative to the best compared isomer or geometry (same formula, charge and spin)	399.2	kJ/mol
gap between HOMO and LUMO (spin up / spin down)	7.274 / 8.919	eV


# 2
Density functional theory data (ωB97M-V/def2-TZVPD) for a cluster of 2 separate species, C8H8FN3 in total in a non-equilibrium geometry.

XYZ file:
```
20
Properties=species:S:1:pos:R:3:forces:R:3
C 3.0862 0.3228 0.9280 -0.1 0.1 0.1
C 3.4655 -0.3145 -0.2623 -0.2 0.1 0.0
C 1.9587 1.0339 0.5960 0.1 0.0 0.2
C -2.6813 -0.9851 -0.8944 0.4 -3.7 1.1
C -2.6189 0.3967 -0.9517 -1.6 1.4 -2.5
C -1.3923 -0.8945 1.1085 1.8 -1.2 3.0
C -2.0542 -1.6473 0.1530 -2.5 -0.5 -3.9
C -1.9155 1.0302 0.0628 3.0 0.4 4.5
N 2.6360 -0.0187 -1.2431 0.1 -0.3 -0.8
N -1.3176 0.4269 1.0605 -0.7 4.7 -1.7
N 1.7319 0.7988 -0.7106 -0.2 0.2 0.2
F -1.7927 2.3671 0.0343 -0.3 -0.8 -0.3
H 3.5701 0.2721 1.8823 0.0 0.0 0.2
H 4.2959 -0.9680 -0.4367 0.2 -0.2 -0.1
H -3.2143 -1.5360 -1.6564 0.1 0.0 0.0
H -3.0882 0.9638 -1.7394 0.0 0.1 0.0
H -0.8904 -1.3553 1.9475 0.0 -0.1 0.0
H -2.0782 -2.7228 0.2219 0.0 -0.1 0.0
H 1.3174 1.6636 1.1750 -0.2 0.1 0.1
H 0.9819 1.1663 -1.2753 0.2 -0.1 0.1
```
Positions in Å, forces in eV/Å.

Properties
net charge	0
HOMO (spin up / spin down)	-0.2024 / -0.3376	Ha
energy relative to the best compared isomer or geometry (same formula, charge and spin)	0.0	kJ/mol
multiplicity	3
gap between HOMO and LUMO (spin up / spin down)	6.329 / 5.682	eV
⟨S²⟩	2.01


# 3
Density functional theory data (ωB97M-V/def2-TZVPD) for a structure of composition C8H8HgN3S2.

XYZ file:
```
22
Properties=species:S:1:pos:R:3:forces:R:3
Hg 0.3886 0.8201 -0.6017 0.0 0.0 -0.1
C 4.6284 1.3864 2.9759 0.0 0.0 0.0
S 3.0640 0.8938 3.7172 0.0 0.0 0.0
C 1.9423 0.8160 2.3649 0.0 0.0 0.0
S 2.5531 0.9348 0.7489 0.0 0.0 0.1
N 0.7326 0.6340 2.8062 0.0 -0.1 0.0
N -0.2217 0.4911 1.8421 0.0 0.0 0.0
C -1.3835 0.1857 2.2557 0.0 0.0 0.0
C -2.4967 0.0139 1.3072 0.0 0.0 0.0
C -3.7640 -0.3016 1.7841 0.0 0.0 0.0
C -4.8009 -0.4623 0.8796 0.0 0.0 0.0
C -4.5411 -0.3029 -0.4703 0.0 0.0 0.0
C -3.2450 0.0121 -0.8569 0.0 0.0 0.0
N -2.2480 0.1654 0.0023 0.0 0.0 0.0
H 5.3445 1.3554 3.7963 0.0 0.0 0.0
H 4.5761 2.3965 2.5777 0.0 0.0 0.0
H 4.9448 0.6941 2.2007 0.0 0.0 0.0
H -1.5747 0.0455 3.3187 0.0 0.0 0.0
H -3.9247 -0.4167 2.8479 0.0 0.0 0.0
H -5.7963 -0.7081 1.2255 0.0 0.0 0.0
H -5.3175 -0.4186 -1.2133 0.0 0.0 0.0
H -2.9969 0.1470 -1.9037 0.0 0.0 0.0
```
Positions in Å, forces in eV/Å.

Properties
net charge	0
HOMO (spin up / spin down)	-0.2635 / -0.2962	Ha
energy relative to the best compared isomer or geometry (same formula, charge and spin)	0.0	kJ/mol
multiplicity	2
gap between HOMO and LUMO (spin up / spin down)	6.661 / 6.797	eV
⟨S²⟩	0.76


# 4
Density functional theory data (ωB97M-V/def2-TZVPD) for a structure of composition C8H8INO2 in a non-equilibrium geometry.

XYZ file:
```
20
Properties=species:S:1:pos:R:3:forces:R:3
C 0.2781 -0.9211 -3.4619 -1.8 -0.9 -1.6
C 0.3928 -1.7872 -2.4243 1.4 -3.2 -0.3
C -0.0161 0.4109 -3.1862 1.2 -1.7 -2.5
C 0.2225 -1.4159 -1.1323 0.6 0.3 1.0
C -0.0753 0.8251 -1.9112 -1.4 4.2 1.1
C -0.0071 -0.0560 -0.8269 0.0 -1.2 -1.0
C 0.2655 0.1758 4.6476 0.5 2.4 0.7
C -0.2611 0.3358 0.4858 -0.1 1.2 3.6
N -0.7002 1.4966 1.0140 -0.2 -1.5 -2.1
O -1.2571 2.3743 0.3429 0.0 0.6 -0.2
O -0.6529 1.5888 2.2856 0.2 0.5 1.9
I 0.2289 -0.4973 2.6015 0.1 -0.8 -1.5
H -0.0003 -1.4580 -4.4138 1.1 1.3 0.5
H 0.7105 -2.8779 -2.6296 -0.9 1.8 0.3
H -0.0248 1.0128 -4.0844 -0.6 0.7 0.4
H 0.3626 -2.2339 -0.4271 -0.3 0.6 0.5
H -0.4007 1.9561 -1.8150 1.0 -2.5 0.5
H 1.1128 0.9051 4.8003 -0.2 -1.4 -0.4
H -0.5500 0.9137 4.8542 -0.1 -1.5 -0.1
H 0.3721 -0.7476 5.2808 -0.4 1.0 -0.8
```
Positions in Å, forces in eV/Å.

Properties
net charge	0
HOMO	-0.2801	Ha
energy relative to the best compared isomer or geometry (same formula, charge and spin)	707.4	kJ/mol
gap between HOMO and LUMO	6.237	eV


# 5
Density functional theory data (ωB97M-V/def2-TZVPD) for a structure of composition C8H8IrN6Se3Te.

XYZ file:
```
27
Properties=species:S:1:pos:R:3:forces:R:3
Ir -1.6487 -1.3003 -0.0381 -0.8 0.0 0.0
N 1.2413 -3.1512 -0.3824 0.0 0.0 0.0
C 1.5441 -1.8699 -0.1760 -0.1 -0.2 -0.2
N 2.8301 -1.5685 -0.0526 -0.1 0.1 0.0
C 3.1061 -0.2745 0.0660 0.2 0.1 0.0
N 4.3806 0.0901 0.1819 0.0 0.0 0.0
N 2.1863 0.7258 0.0632 0.1 -0.1 0.0
C 0.9516 0.3267 -0.0292 -0.2 0.2 0.1
N 0.5313 -0.9516 -0.1334 0.0 -0.1 0.0
C -0.0952 1.3916 -0.0080 0.1 -0.2 0.0
C 0.2514 2.7265 -0.0058 0.1 0.1 0.0
C -0.7614 3.6730 0.0123 0.0 0.1 0.0
C -2.0785 3.2506 0.0270 0.0 0.0 0.0
C -2.3399 1.8930 0.0251 0.1 0.0 0.0
N -1.3657 0.9802 0.0080 -0.1 0.1 0.1
H 2.0002 -3.8123 -0.4061 0.0 0.0 0.0
H 0.2991 -3.4627 -0.5632 0.2 0.1 -0.1
H 5.0987 -0.6133 0.1879 0.0 0.0 0.0
H 4.6172 1.0631 0.2644 0.0 0.0 0.0
H 1.2964 2.9983 -0.0191 0.0 0.0 0.0
H -0.5216 4.7280 0.0156 0.0 0.0 0.0
H -2.8992 3.9536 0.0412 0.0 0.0 0.0
H -3.3566 1.5276 0.0391 0.0 0.0 0.0
Se -4.0755 -0.9655 -0.0730 0.7 0.1 -0.1
Se -5.4501 -2.7736 -0.0202 -0.1 -0.3 0.0
Te -3.9637 -4.7879 0.3958 -0.1 0.1 0.0
Se -1.7784 -3.7967 0.5799 0.2 0.1 0.2
```
Positions in Å, forces in eV/Å.

Properties
net charge	+1
HOMO (spin up / spin down)	-0.3615 / -0.4207	Ha
energy relative to the best compared isomer or geometry (same formula, charge and spin)	0.0	kJ/mol
multiplicity	5
gap between HOMO and LUMO (spin up / spin down)	6.214 / 5.788	eV
⟨S²⟩	6.03


# 6
Density functional theory data (ωB97M-V/def2-TZVPD) for a structure of composition C8H8N2 in a non-equilibrium geometry.

XYZ file:
```
18
Properties=species:S:1:pos:R:3:forces:R:3
C -1.6518 -1.2109 1.9284 -3.2 0.3 3.1
C -1.6061 0.1609 2.1741 0.3 0.0 0.1
C -0.9616 -1.7476 0.8558 0.8 -4.4 -0.7
C -0.2196 -0.8460 0.2323 -0.8 5.2 1.2
C -0.7556 0.7961 1.2967 2.4 -3.5 -3.8
C 0.5473 1.2513 -0.4366 1.2 2.0 -0.1
C 1.2764 2.1306 -1.1655 -0.3 -1.6 -0.3
C 1.1473 -0.7266 -1.8149 2.4 -0.8 2.2
N -0.1201 1.7035 0.7012 -0.9 0.4 0.7
N 0.4570 -0.1364 -0.6402 0.2 -1.9 -1.9
H -2.3548 -1.9194 2.5446 1.4 1.5 -1.1
H -2.0505 0.8677 2.8267 -1.1 -0.5 1.2
H -0.9859 -2.9008 0.7488 0.1 2.0 -0.2
H 1.8786 2.0035 -2.0475 -0.1 -1.1 -0.3
H 1.3327 3.1498 -0.9532 -0.5 1.4 1.1
H 0.9271 -1.8639 -1.7746 1.1 1.9 0.0
H 0.8796 -0.4046 -2.7775 -1.1 0.9 -1.1
H 2.2599 -0.3073 -1.6987 -1.9 -1.9 -0.3
```
Positions in Å, forces in eV/Å.

Properties
net charge	0
HOMO (spin up / spin down)	-0.2837 / -0.2838	Ha
energy relative to the best compared isomer or geometry (same formula, charge and spin)	588.3	kJ/mol
gap between HOMO and LUMO (spin up / spin down)	7.367 / 7.368	eV


# 7
Density functional theory data (ωB97M-V/def2-TZVPD) for a structure of composition C8H8N2O in a non-equilibrium geometry.

XYZ file:
```
19
Properties=species:S:1:pos:R:3:forces:R:3
C 3.1379 -0.7128 0.3356 -1.6 -0.6 2.6
C 0.9263 0.5922 -0.3017 -4.4 2.9 1.0
C 0.2845 1.9112 -0.3129 -0.4 -3.0 1.2
C -1.1283 2.2664 0.0415 1.4 0.2 -1.7
C -2.0583 1.2673 0.2553 -1.6 1.4 -2.2
C -1.6643 -0.0837 0.0327 5.1 3.5 0.3
C -2.1820 -1.2880 0.1083 -2.1 -2.6 -1.6
C -0.1370 -0.3931 -0.2446 0.3 -1.1 1.2
H 4.1301 -0.4228 1.4456 -2.9 -0.1 -4.0
H 3.7875 -1.5545 -0.6321 -2.7 3.0 3.3
H 2.1106 -1.0625 1.1765 3.6 0.1 -3.2
H 1.0314 2.5579 -0.6122 0.9 2.4 -0.2
H -1.4872 3.3745 -0.1157 1.0 -2.4 0.5
H -3.1442 1.6060 -0.0053 1.8 -0.9 1.4
H -3.2571 -1.5967 0.0845 1.2 0.2 0.4
H -1.4936 -3.1202 -0.3375 0.6 -1.0 -0.1
N -1.2338 -2.1681 -0.2543 1.5 -0.9 0.9
N 0.1140 -1.7277 -0.3033 -4.3 1.1 -0.5
O 2.2635 0.5547 -0.3604 2.7 -2.4 0.5
```
Positions in Å, forces in eV/Å.

Properties
net charge	0
HOMO	-0.2761	Ha
energy relative to the best compared isomer or geometry (same formula, charge and spin)	891.9	kJ/mol
gap between HOMO and LUMO	7.654	eV


# 8
Density functional theory data (ωB97M-V/def2-TZVPD) for the molecule C8H8N2O2 in a non-equilibrium geometry.

XYZ file:
```
20
Properties=species:S:1:pos:R:3:forces:R:3
C -1.3119 3.0058 -0.0455 -0.5 0.6 0.2
O -1.1770 1.6934 -0.6802 -3.9 2.0 -0.5
N -0.2561 0.9069 -0.2172 4.4 -2.3 -0.9
C 0.9324 1.0899 -0.9698 1.8 -0.3 2.6
O 1.4404 2.1112 -1.3981 -1.2 -0.9 -0.5
N 1.6079 -0.1036 -0.7138 0.4 -0.2 -0.4
C 0.9121 -1.0711 -0.0562 -1.5 -1.6 1.5
C 1.1517 -2.2806 0.6510 -2.3 1.5 -0.9
C 0.0365 -2.8903 1.2932 3.5 0.4 -0.7
C -1.1560 -2.2695 1.2783 -5.6 -0.7 2.2
C -1.5192 -1.0191 0.7497 1.7 -0.8 1.5
C -0.3391 -0.5515 0.1214 -5.1 5.0 0.4
H -0.6680 3.8387 -0.7742 -1.8 -2.4 2.7
H -2.5008 3.1336 -0.1584 2.9 0.3 0.4
H -1.0030 2.9014 1.1564 -0.6 0.6 -3.4
H 2.4958 -0.3365 -1.0125 2.1 0.3 -0.9
H 2.0979 -2.6778 0.7408 1.9 -0.9 0.1
H 0.3179 -3.7404 1.9096 -0.7 -0.1 -0.2
H -2.0549 -2.7225 1.8666 1.9 0.3 -0.9
H -2.4936 -0.5374 1.2823 2.7 -0.7 -2.3
```
Positions in Å, forces in eV/Å.

Properties
net charge	0
HOMO	-0.3097	Ha
energy relative to the best compared isomer or geometry (same formula, charge and spin)	415.7	kJ/mol
gap between HOMO and LUMO	9.167	eV
structure (SMILES)	COn1c(=O)[nH]c2ccccc21


# 9
Density functional theory data (ωB97M-V/def2-TZVPD) for the molecule C8H8N2O2 in a non-equilibrium geometry.

XYZ file:
```
20
Properties=species:S:1:pos:R:3:forces:R:3
C -0.6570 -0.5135 -2.8734 2.4 0.3 -3.1
N -0.3600 -0.2742 -1.4894 1.6 2.4 2.1
C -0.3723 -1.4348 -0.6946 -3.3 -1.2 -0.8
C -0.0390 -1.4654 0.6677 -2.1 0.9 10.7
O -0.5230 -2.2103 1.6217 2.6 1.2 -5.2
N 0.3141 -0.1627 1.2903 -1.3 -7.2 0.8
C 0.2041 0.1706 2.5721 -0.5 4.4 0.6
C 0.2832 1.5625 2.7953 4.0 -1.5 -3.1
C 0.8204 1.8855 1.4225 -0.8 4.1 0.6
C 0.6716 0.8228 0.5958 1.6 4.2 -5.3
C 0.5115 0.8003 -0.9610 -2.8 -1.3 2.5
O 0.7215 1.8185 -1.5025 1.0 1.6 -2.5
H -1.4823 -1.3942 -3.0643 1.8 2.8 0.6
H 0.4022 -0.8968 -3.4481 -2.8 0.6 1.4
H -0.7477 0.5726 -3.3689 -0.7 -2.7 0.9
H -1.4488 -1.7624 -0.3753 1.1 0.2 -1.8
H 0.0927 -2.1441 -1.2858 0.8 -2.5 -0.6
H -0.0563 -0.4067 3.3066 -1.3 -4.1 3.4
H 0.6048 2.1161 3.7447 -1.2 -1.0 -1.6
H 1.0602 2.9163 1.0466 -0.2 -1.3 0.4
```
Positions in Å, forces in eV/Å.

Properties
net charge	0
HOMO	-0.3234	Ha
energy relative to the best compared isomer or geometry (same formula, charge and spin)	448.4	kJ/mol
gap between HOMO and LUMO	8.437	eV
structure (SMILES)	CN1CC(=O)n2cccc2C1=O


# 10
Density functional theory data (ωB97M-V/def2-TZVPD) for the molecule C8H8N2O3S in a non-equilibrium geometry.

XYZ file:
```
22
Properties=species:S:1:pos:R:3:forces:R:3
C 1.0512 -2.4709 0.2935 -0.4 1.0 0.1
C -1.2615 -2.0080 0.1731 0.6 2.9 1.4
C -2.5164 -1.2212 0.3663 -1.3 -1.6 -1.2
C 0.3107 -0.0645 0.3490 -1.0 -0.2 1.7
C 0.0170 -1.4795 0.3085 -1.9 -1.5 -1.6
C -2.8055 -0.0911 -0.3245 -1.1 -1.8 1.6
C 1.4793 0.5627 0.2252 -1.2 2.1 1.4
C 2.0915 2.7753 -0.2053 -0.9 -0.2 -2.1
N 1.9350 -3.1863 0.3672 0.8 -1.1 0.2
N 2.6234 0.0582 -0.4382 -0.9 -2.5 -1.3
O 2.3832 -0.8899 -1.1805 0.4 0.4 -0.3
O 3.6959 0.5309 -0.2541 1.7 0.8 0.5
O 1.6198 1.8074 0.7653 1.1 -0.7 -0.9
S -4.3709 0.6432 -0.3384 -1.4 0.2 0.9
H -1.3599 -3.0534 0.0515 -0.1 -1.0 0.1
H -3.4702 -1.8230 0.7502 2.4 1.4 -0.4
H -0.5335 0.5052 0.8256 1.1 -0.2 -0.6
H -2.1867 0.3420 -1.0583 1.0 0.6 -0.5
H 3.1946 2.6877 -0.6238 -2.4 0.1 1.4
H 1.8434 3.7094 0.2940 0.5 0.2 -0.3
H 1.3321 2.6302 -1.0920 1.6 0.7 1.2
H -5.0726 0.0353 0.7455 1.3 0.5 -1.3
```
Positions in Å, forces in eV/Å.

Properties
net charge	0
HOMO	-0.3220	Ha
energy relative to the best compared isomer or geometry (same formula, charge and spin)	603.5	kJ/mol
gap between HOMO and LUMO	7.547	eV